[1]
{"formula": "CH2FPS", "method": "ωB97M-V with the def2-TZVPD basis set", "de_lowest_kj_mol": 157.31, "energy_ha": -878.643560, "gap_ev": 7.926, "homo_energy_ev": -8.62, "multiplicity": 1, "charge": 0, "smiles": "FPC=S", "elements": ["S", "P", "F", "C", "H", "H"], "xyz": [[-2.312, 0.409, -0.661], [0.945, 0.882, -0.147], [1.854, -0.376, -0.637], [-0.976, -0.193, -0.095], [1.454, 0.547, 1.117], [-0.965, -1.270, 0.423]], "lowdin_charge": [0.584, 0.837, -0.461, -0.895, -0.102, 0.037]}


[2]
{"formula": "CH2FPS2", "method": "ωB97M-V with the def2-TZVPD basis set", "de_lowest_kj_mol": 301.64, "energy_ha": -1276.753866, "gap_ev": [8.056, 6.961], "homo_energy_ev": [-9.19, -8.78], "multiplicity": 1, "charge": 0, "elements": ["S", "S", "P", "F", "C", "H", "H"], "xyz": [[-1.416, 0.099, -1.447], [1.030, 0.735, 1.532], [0.323, -1.205, 1.573], [0.585, 1.696, -1.734], [-0.161, 0.875, -1.137], [0.628, -1.387, 0.148], [-0.989, -0.814, 1.065]], "lowdin_charge": [0.829, 0.065, 0.274, 0.060, -0.881, -0.157, -0.189]}


[3]
{"formula": "CH2GaO4", "method": "ωB97M-V with the def2-TZVPD basis set", "energy_ha": -2264.163074, "gap_ev": [9.358, 9.055], "homo_energy_ev": [-23.31, -23.30], "multiplicity": 2, "charge": 2, "elements": ["Ga", "O", "O", "O", "O", "C", "H", "H"], "xyz": [[-0.422, -1.407, -0.846], [2.020, 0.607, 1.001], [0.616, 1.949, -0.001], [0.830, -0.218, -0.590], [-1.866, -1.782, -0.073], [1.073, 0.755, 0.136], [-0.223, 1.970, -0.492], [-2.027, -1.874, 0.865]], "lowdin_charge": [1.273, 0.485, 0.340, 0.155, -0.015, -0.539, 0.201, 0.099]}